C24H58P2Si4Ti | wB97M-V/def2-TZVPD

Last column: Mulliken spin population.
Geometry (Å):
1 P -0.179 -1.417 -5.642  0.01
2 P 0.242 1.753 -5.541  0.01
3 C -0.384 -0.433 -7.198  0.00
4 C 0.397 0.881 -7.166  0.00
5 H -1.458 -0.257 -7.345  0.00
6 H -0.044 -1.053 -8.039  0.00
7 H 1.465 0.722 -7.367  0.00
8 H 0.025 1.561 -7.943  0.00
9 C -1.421 2.457 -5.894  0.00
10 H -1.688 3.183 -5.122  0.00
11 H -2.186 1.677 -5.924  0.00
12 H -1.390 2.962 -6.866  0.00
13 C 1.227 3.256 -5.961  0.00
14 H 0.813 3.721 -6.874  0.00
15 H 2.276 2.970 -6.132  0.00
16 H 1.165 3.962 -5.121  0.00
17 C -1.114 -2.921 -6.155  0.00
18 H -0.983 -3.689 -5.380  0.00
19 H -0.729 -3.294 -7.121  0.00
20 H -2.180 -2.669 -6.252  0.00
21 C 1.502 -2.035 -6.085  0.00
22 H 2.239 -1.228 -6.092  0.00
23 H 1.465 -2.488 -7.083  0.00
24 H 1.818 -2.794 -5.364  0.00
25 Ti -0.070 0.047 -0.525  1.50
26 C 0.613 1.833 -1.894  -0.02
27 C -0.778 1.847 -2.096  0.19
28 C -1.477 0.940 -3.047  -0.05
29 C -1.952 -0.500 -2.661  0.06
30 C -0.957 -1.446 -2.051  0.08
31 C 0.436 -1.445 -2.215  0.06
32 C 1.217 -0.496 -3.049  0.08
33 C 1.601 0.964 -2.606  0.05
34 C 0.653 -1.376 0.864  -0.05
35 H 1.062 2.600 -1.253  0.04
36 H -1.383 2.618 -1.601  0.01
37 H -0.830 0.769 -3.945  0.03
38 H -2.372 1.462 -3.442  0.00
39 H -2.846 -0.416 -2.017  -0.01
40 H -2.329 -0.940 -3.612  0.02
41 H -1.395 -2.270 -1.474  0.01
42 H 0.992 -2.293 -1.805  -0.01
43 H 0.702 -0.336 -4.031  -0.02
44 H 2.175 -0.986 -3.332  0.01
45 H 2.562 0.916 -2.055  -0.04
46 H 1.873 1.467 -3.573  0.04
47 H 1.550 -1.057 1.413  0.01
48 H 0.887 -2.265 0.254  -0.02
49 H -0.134 -1.652 1.589  0.03
50 C 3.038 1.350 1.640  0.00
51 Si 1.638 2.549 2.109  0.02
52 C 1.958 3.091 3.897  0.00
53 C 1.730 4.093 1.048  0.00
54 Si -0.388 1.423 1.734  -0.05
55 Si -0.773 0.625 3.937  0.00
56 C -0.889 1.829 5.395  0.00
57 C -2.416 -0.303 3.858  0.00
58 C 0.636 -0.554 4.386  0.00
59 Si -2.180 2.915 1.594  0.01
60 C -2.840 3.637 3.216  0.00
61 C -1.730 4.378 0.501  0.00
62 C -3.547 1.863 0.811  0.00
63 H 3.988 1.803 1.969  0.00
64 H 3.088 1.193 0.552  0.00
65 H 2.936 0.368 2.124  0.00
66 H 2.911 3.644 3.913  0.00
67 H 1.173 3.765 4.264  0.00
68 H 2.048 2.250 4.597  0.00
69 H 1.448 3.935 0.004  0.00
70 H 1.098 4.892 1.453  0.00
71 H 2.772 4.446 1.064  0.00
72 H -1.707 2.551 5.305  0.00
73 H -1.083 1.225 6.296  0.00
74 H 0.038 2.386 5.571  0.00
75 H -2.404 -1.086 3.089  0.00
76 H -2.573 -0.785 4.837  0.00
77 H -3.271 0.361 3.664  0.00
78 H 0.626 -1.459 3.767  0.00
79 H 1.628 -0.091 4.306  0.00
80 H 0.488 -0.852 5.436  0.00
81 H -2.048 4.134 3.794  0.00
82 H -3.599 4.396 2.965  0.00
83 H -3.319 2.884 3.857  0.00
84 H -1.153 4.109 -0.389  0.00
85 H -2.668 4.849 0.172  0.00
86 H -1.155 5.123 1.065  0.00
87 H -3.296 1.571 -0.220  0.01
88 H -3.747 0.947 1.385  0.00
89 H -4.467 2.470 0.787  0.00

Calculated values
- LUMO energy (spin up / spin down) (eV) = 0.243 / -0.145
- spin multiplicity = 3
- <S²> = 2.01
- relative energy (zero: lowest compared OMol25 entry of this formula, charge and spin) (kJ/mol) = 0.0
- frontier orbital gap (spin up / spin down) (Eh) = 0.2496 / 0.2393

=====

C24H59B2N5O13Pb | wB97M-V/def2-TZVPD

Last column: Löwdin charge in e.
Geometry (Å):
1 Pb 1.003 0.904 0.969  1.60
2 O -0.978 -0.982 -0.289  0.07
3 C -1.243 -1.971 -0.925  -0.44
4 O -0.489 -2.817 -1.504  0.23
5 B -1.224 -3.980 -2.083  -0.87
6 O -2.666 -3.679 -1.811  0.21
7 C -2.697 -2.581 -1.019  -0.33
8 O -3.658 -1.881 -0.661  0.08
9 O -0.801 -5.241 -1.551  0.23
10 C -0.851 -6.206 -2.465  -0.32
11 O -0.743 -7.426 -2.286  0.12
12 C -0.999 -5.468 -3.842  -0.38
13 O -1.139 -4.142 -3.578  0.18
14 O -1.159 -5.990 -4.883  0.18
15 B 0.780 -1.119 2.998  -0.45
16 H 0.941 -1.045 4.062  -0.02
17 H -0.061 -0.524 2.677  -0.09
18 H 1.600 -0.678 2.453  -0.14
19 H 0.538 -2.143 2.759  -0.05
20 C -2.959 3.652 1.176  -0.02
21 C -1.579 2.951 1.326  -0.36
22 C -1.163 2.634 2.756  -0.24
23 O 0.101 2.138 2.825  -0.39
24 C 0.587 2.160 4.129  -0.07
25 N -1.482 1.656 0.556  0.00
26 H -3.012 4.477 1.887  0.08
27 H -3.796 2.983 1.377  0.09
28 H -2.982 4.098 0.182  0.07
29 H -0.764 3.541 0.906  0.12
30 H -1.870 1.944 3.217  0.15
31 H -1.184 3.527 3.381  0.13
32 H -0.093 1.479 4.640  0.11
33 H 0.665 3.188 4.481  0.11
34 H 1.500 1.570 4.047  0.08
35 H -1.869 1.957 -0.327  0.04
36 H -2.243 1.079 0.886  0.10
37 C -3.969 -3.319 2.498  -0.05
38 C -2.595 -3.610 3.099  -0.44
39 C -1.542 -4.320 2.287  -0.26
40 O -0.351 -4.335 2.901  -0.16
41 C 0.754 -4.718 2.060  -0.07
42 N -2.131 -2.423 3.759  0.06
43 H -3.972 -2.923 1.482  0.05
44 H -4.509 -2.771 3.270  0.07
45 H -4.467 -4.283 2.396  0.07
46 H -2.808 -4.333 3.887  0.13
47 H -1.487 -3.709 1.385  0.12
48 H -1.911 -5.329 2.102  0.14
49 H 1.719 -4.448 2.489  0.09
50 H 0.752 -4.226 1.088  0.07
51 H 0.627 -5.742 1.709  0.09
52 H -1.840 -1.832 2.994  0.05
53 H -2.881 -1.834 4.093  0.06
54 C 5.706 1.395 1.803  -0.04
55 C 4.344 1.107 1.182  -0.45
56 C 4.138 -0.233 0.431  -0.11
57 O 2.862 -0.171 -0.329  -0.35
58 C 2.661 -1.326 -1.085  -0.11
59 N 3.346 1.338 2.202  -0.01
60 H 6.491 1.291 1.054  0.08
61 H 5.795 0.631 2.576  0.09
62 H 5.613 2.420 2.162  0.08
63 H 4.200 1.936 0.488  0.12
64 H 4.197 -1.057 1.142  0.14
65 H 5.008 -0.398 -0.204  0.13
66 H 2.244 -2.191 -0.569  0.10
67 H 3.541 -1.793 -1.528  0.09
68 H 2.162 -1.020 -2.005  0.09
69 H 3.624 2.031 2.882  0.09
70 H 3.317 0.461 2.702  0.08
71 C -2.615 -0.764 -4.534  -0.03
72 C -1.808 0.511 -4.003  -0.38
73 C -2.496 1.195 -2.750  -0.14
74 O -1.981 2.379 -2.162  -0.28
75 C -1.887 3.538 -3.041  -0.05
76 N -0.637 -0.099 -3.610  0.03
77 H -2.167 -1.306 -5.366  0.09
78 H -3.530 -0.522 -5.076  0.07
79 H -2.928 -1.444 -3.742  0.08
80 H -1.541 1.181 -4.820  0.13
81 H -2.601 0.494 -1.921  0.12
82 H -3.514 1.494 -3.001  0.13
83 H -1.385 4.315 -2.463  0.09
84 H -2.841 3.731 -3.531  0.09
85 H -1.262 3.369 -3.918  0.07
86 H -0.887 -1.056 -3.410  0.06
87 H -0.160 -0.157 -4.499  0.10
88 C 1.950 2.972 -3.383  -0.03
89 C 1.986 2.439 -1.931  -0.39
90 C 1.965 3.688 -1.031  -0.20
91 O 1.944 3.310 0.329  -0.32
92 C 2.342 4.323 1.274  -0.07
93 N 0.828 1.617 -1.611  0.00
94 H 2.884 3.493 -3.594  0.08
95 H 1.136 3.630 -3.687  0.07
96 H 1.889 2.072 -3.995  0.08
97 H 2.858 1.880 -1.592  0.13
98 H 1.035 4.207 -1.263  0.12
99 H 2.784 4.371 -1.254  0.13
100 H 1.614 5.094 1.527  0.10
101 H 3.349 4.668 1.041  0.10
102 H 2.393 3.856 2.258  0.07
103 H -0.022 2.157 -1.692  0.05
104 H 0.655 1.030 -2.414  0.04

Calculated values
- LUMO energy (eV) = -0.246
- spin multiplicity = 1
- frontier orbital gap (Eh) = 0.2848

=====

C24H59LiN10O9 | wB97M-V/def2-TZVPD

Last column: Löwdin charge in e.
Geometry (Å):
1 Li 0.709 -2.703 -5.065  0.86
2 C -0.041 -0.871 -1.556  0.03
3 C -0.439 -0.917 -3.074  -0.68
4 O -0.461 -2.022 -3.608  -0.16
5 O -0.576 0.082 -3.828  -0.06
6 H 0.376 -1.799 -1.166  0.06
7 H -0.929 -0.657 -0.962  0.08
8 H 0.619 -0.039 -1.311  0.06
9 C 0.204 2.486 -6.347  -0.77
10 O 0.542 3.154 -7.307  0.03
11 N 1.049 1.995 -5.471  0.16
12 N -1.028 2.117 -6.059  0.17
13 H 2.036 2.043 -5.679  0.11
14 H 0.772 1.528 -4.619  0.07
15 H -1.138 1.284 -5.498  0.05
16 H -1.858 2.478 -6.508  0.13
17 C 3.381 1.406 -1.385  -0.81
18 O 3.563 1.112 -0.267  0.08
19 N 3.253 0.440 -2.313  0.15
20 N 3.313 2.638 -1.792  0.18
21 H 3.193 -0.524 -2.019  0.10
22 H 3.694 0.666 -3.193  0.09
23 H 3.575 3.366 -1.143  0.12
24 H 3.222 2.833 -2.779  0.11
25 C -3.663 -1.385 -5.425  -0.83
26 O -4.568 -1.455 -6.222  0.06
27 N -3.555 -1.869 -4.251  0.18
28 N -2.543 -0.856 -5.698  0.16
29 H -4.330 -2.407 -3.892  0.13
30 H -2.616 -2.114 -3.970  0.06
31 H -2.470 -0.215 -6.475  0.12
32 H -1.983 -0.645 -4.885  0.04
33 C -1.625 -5.053 -1.807  -0.85
34 O -1.971 -6.065 -1.298  0.08
35 N -0.435 -4.655 -2.207  0.17
36 N -2.466 -4.214 -2.200  0.18
37 H 0.398 -5.010 -1.759  0.11
38 H -0.435 -3.783 -2.716  0.04
39 H -3.388 -4.378 -1.821  0.14
40 H -2.253 -3.262 -2.459  0.08
41 C 1.740 6.027 1.745  -0.06
42 C 0.343 5.481 1.836  -0.47
43 C -0.007 5.013 0.362  -0.13
44 C 0.487 3.596 -0.005  -0.19
45 C -0.030 2.663 1.065  -0.14
46 C 0.417 2.954 2.500  -0.47
47 N 0.225 4.367 2.837  -0.10
48 O 0.697 4.691 4.109  0.00
49 C -0.476 2.167 3.457  -0.04
50 C 1.903 2.390 2.712  -0.01
51 C -0.635 6.609 2.096  -0.05
52 H 2.184 6.570 2.579  0.08
53 H 2.043 6.741 0.979  0.08
54 H 2.500 5.260 1.598  0.07
55 H -1.071 4.866 0.177  0.11
56 H 0.422 5.625 -0.431  0.12
57 H 1.574 3.654 -0.064  0.08
58 H 0.062 3.343 -0.977  0.11
59 H 0.293 1.687 0.702  0.10
60 H -1.119 2.620 1.113  0.12
61 H -1.508 2.517 3.483  0.08
62 H -0.525 1.115 3.175  0.06
63 H -0.215 2.322 4.504  0.08
64 H 1.898 1.301 2.742  0.06
65 H 2.651 2.686 1.976  0.06
66 H 2.352 2.773 3.629  0.07
67 H -0.434 7.053 3.071  0.08
68 H -1.634 6.179 2.163  0.08
69 H -0.602 7.387 1.334  0.09
70 H -0.086 4.793 4.655  0.10
71 C -0.534 -6.110 2.776  -0.03
72 C -0.575 -4.578 3.125  -0.49
73 C -0.194 -4.561 4.668  -0.15
74 C 0.173 -3.159 5.099  -0.15
75 C 1.226 -2.436 4.099  -0.07
76 C 0.920 -2.469 2.528  -0.48
77 N 0.416 -3.848 2.276  -0.13
78 O 0.387 -4.148 0.944  -0.03
79 C -0.107 -1.428 2.194  -0.05
80 C 2.227 -2.231 1.727  -0.03
81 C -1.959 -4.093 3.016  -0.06
82 H -1.057 -6.599 3.597  0.08
83 H 0.406 -6.657 2.698  0.08
84 H -1.087 -6.194 1.840  0.07
85 H -1.018 -4.971 5.252  0.11
86 H 0.525 -5.377 4.745  0.11
87 H 0.562 -3.026 6.108  0.10
88 H -0.712 -2.552 5.287  0.10
89 H 2.238 -2.839 4.150  0.10
90 H 1.277 -1.393 4.411  0.10
91 H 0.321 -0.466 1.913  0.06
92 H -0.620 -1.739 1.284  0.07
93 H -0.853 -1.285 2.976  0.08
94 H 2.808 -3.153 1.754  0.08
95 H 2.110 -1.918 0.690  0.06
96 H 2.815 -1.373 2.052  0.09
97 H -2.739 -4.722 3.445  0.10
98 H -2.122 -4.079 1.938  0.09
99 H -2.167 -3.069 3.323  0.08
100 H 1.245 -4.550 0.786  0.10
101 O -2.490 2.801 -3.157  -0.05
102 H -1.749 3.159 -3.645  0.01
103 H -2.250 1.889 -2.989  0.00

Calculated values
- LUMO energy (eV) = -2.196
- spin multiplicity = 1
- frontier orbital gap (Eh) = 0.2185